No. 1
The following is a quantum chemistry calculation of a structure of composition C29H80HfN4O17S in a non-equilibrium geometry, from OMol25.

As for the multiplicity: 1. The value obtained for the HOMO energy is -11.55 eV. Its net charge is +2. Its HOMO-LUMO gap is 1.2147 eV. As for the LUMO energy: -10.34 eV.

Cartesian coordinates (Å):
Hf: 1.5934 3.4136 0.5349
S: 1.1005 -1.3106 0.0844
O: 1.5276 -0.4212 1.1558
O: 2.1146 -2.2517 -0.3677
O: -0.1528 -1.9576 0.3150
O: 0.9464 -0.1805 -0.8314
C: 6.9271 -1.2208 6.3151
O: 6.0794 -0.8193 5.2900
H: 6.3221 -1.5857 7.1451
H: 7.4319 -2.1461 6.0373
H: 7.6403 -0.4282 6.5413
H: 5.7298 -1.6196 4.8913
C: 3.2442 -6.3204 3.0131
O: 4.0551 -5.1359 2.8603
H: 2.1912 -6.3454 2.7326
H: 3.7511 -7.0043 2.3323
H: 3.1917 -6.6919 4.0365
H: 3.7240 -4.7686 2.0374
C: 5.4310 -6.1099 -3.7107
O: 4.6893 -4.9050 -3.9166
H: 5.9257 -6.5286 -4.5871
H: 6.2739 -5.9370 -3.0416
H: 4.7746 -6.8936 -3.3324
H: 4.3332 -4.6325 -3.0678
C: -5.2082 -0.6532 -2.6073
O: -4.5939 -0.3135 -1.3899
H: -5.7556 0.2330 -2.9285
H: -4.4607 -0.9270 -3.3519
H: -5.9684 -1.4132 -2.4270
H: -3.9641 -1.0016 -1.1628
C: -1.2380 -6.7330 -2.2838
O: -2.1966 -5.6936 -2.0033
H: -0.3942 -6.2205 -2.7457
H: -0.8520 -7.0573 -1.3174
H: -1.6052 -7.6059 -2.8235
H: -1.7964 -5.0733 -1.3895
C: -0.7685 2.3382 3.1121
O: -0.9694 3.2469 1.9719
C: -2.3609 3.5240 1.7905
C: -2.5434 4.2459 0.4561
N: -1.6313 3.6905 -0.5594
C: -1.7320 4.4513 -1.7929
C: -0.6330 3.9187 -2.7154
O: 0.6518 4.0749 -2.1148
C: 1.6897 4.4541 -3.1275
H: 0.2809 2.1142 3.3036
H: -1.2176 1.3593 2.9443
H: -1.0559 2.7863 4.0633
H: -2.8359 4.1072 2.5794
H: -2.9382 2.5998 1.7668
H: -2.4570 5.3325 0.4618
H: -3.5621 4.1285 0.0866
H: -2.1404 2.8423 -0.7631
H: -1.6209 5.5305 -1.6870
H: -2.7091 4.3362 -2.2620
H: -0.6646 4.6486 -3.5243
H: -0.7345 2.9537 -3.2120
H: 1.4041 5.3984 -3.5910
H: 1.9034 3.7385 -3.9215
H: 2.6101 4.6115 -2.5651
C: -4.2956 -6.6863 6.6213
O: -4.0242 -5.3667 6.1429
C: -4.1946 -5.2338 4.6944
C: -5.6538 -5.0685 4.2445
N: -6.3853 -4.1219 5.0524
C: -6.3070 -2.7091 4.6548
C: -6.5804 -1.7483 5.8349
O: -5.4448 -1.8090 6.7018
C: -5.6685 -0.9605 7.7977
H: -3.5708 -7.3757 6.1882
H: -5.3296 -6.8397 6.3125
H: -4.2199 -6.6212 7.7067
H: -3.7409 -6.0211 4.0924
H: -3.6529 -4.3302 4.4151
H: -6.2019 -5.9946 4.4179
H: -5.6777 -4.7783 3.1942
H: -5.9477 -4.0737 5.9614
H: -6.9744 -2.4306 3.8393
H: -5.2769 -2.5324 4.3454
H: -7.4887 -2.0023 6.3814
H: -6.6134 -0.7553 5.3867
H: -4.8837 -1.1825 8.5209
H: -6.6267 -1.1515 8.2809
H: -5.5800 0.0938 7.5352
C: 5.6178 1.7178 -0.1171
O: 5.3309 2.6983 0.9341
C: 6.4802 2.8010 1.7703
C: 6.1908 3.7980 2.9111
N: 4.8494 3.4438 3.4504
C: 4.4492 4.3457 4.6310
C: 4.9935 3.9157 5.9790
O: 6.4369 3.9457 5.9433
C: 7.0703 3.6201 7.1534
H: 5.7604 0.6910 0.2196
H: 6.4912 2.0671 -0.6679
H: 4.8011 1.7030 -0.8389
H: 7.3049 3.2557 1.2215
H: 6.8164 1.8824 2.2513
H: 6.2185 4.8074 2.5005
H: 6.8932 3.7603 3.7437
H: 5.0650 2.5807 3.9288
H: 3.3704 4.4790 4.7127
H: 4.8195 5.3540 4.4454
H: 4.6247 2.9237 6.2401
H: 4.6460 4.6398 6.7159
H: 8.1154 3.4035 6.9320
H: 6.6789 2.6823 7.5476
H: 6.9445 4.3321 7.9691
C: -0.5992 -0.5424 -7.3237
O: -1.1041 0.1214 -8.4856
C: -0.1351 0.6694 -9.3834
C: -0.7412 0.8777 -10.7796
N: -2.0557 1.4990 -10.7277
C: -1.9491 2.9450 -10.7431
C: -3.2057 3.6714 -10.2017
O: -3.3013 3.3423 -8.7936
C: -4.5965 3.7787 -8.3877
H: -1.3867 -0.8674 -6.6438
H: 0.1182 0.0885 -6.7988
H: -0.0369 -1.4225 -7.6358
H: 0.7791 0.0758 -9.3951
H: 0.1434 1.6453 -8.9856
H: -0.8002 -0.1162 -11.2230
H: -0.0448 1.4810 -11.3620
H: -2.4607 1.2001 -9.8521
H: -1.7341 3.2073 -11.7790
H: -1.1321 3.4043 -10.1867
H: -4.0824 3.2956 -10.7293
H: -3.0925 4.7428 -10.3670
H: -4.7504 3.4967 -7.3461
H: -5.3868 3.2639 -8.9340
H: -4.8522 4.8221 -8.5721

=====

No. 2
The following is a quantum chemistry calculation of a cluster of 13 separate species, C29H84O23 in total in a non-equilibrium geometry, from OMol25.

As for the multiplicity: 1. The value obtained for the HOMO energy is -9.67 eV. Its HOMO-LUMO gap is 10.1008 eV. As for the LUMO energy: 0.43 eV.

Cartesian coordinates (Å):
C: -0.3127 -3.7913 -4.9723
C: -0.6209 -3.1779 -3.6198
O: 0.5457 -3.4102 -2.8774
O: 0.5615 -2.9817 -5.7936
H: -1.2309 -4.0126 -5.5244
H: 0.1484 -4.7627 -4.7777
H: -1.4705 -3.6521 -3.1376
H: -0.8492 -2.1234 -3.6598
H: 0.7764 -2.6608 -2.2992
H: 1.4046 -2.8135 -5.3526
C: -5.5083 1.7234 -1.5557
C: -5.1928 0.2719 -1.7347
O: -5.1399 -0.3714 -0.4674
O: -5.6470 2.3649 -2.8094
H: -4.7506 2.2041 -0.9729
H: -6.4839 1.8145 -1.0080
H: -4.2210 0.0849 -2.2779
H: -5.9991 -0.1254 -2.3982
H: -4.7016 0.2605 0.1684
H: -6.5699 2.7831 -2.7797
C: -0.2447 -1.3129 0.0133
C: -1.1956 -0.3449 -0.6930
O: -0.8427 1.0116 -0.7232
O: 0.9946 -1.5706 -0.6673
H: -0.7979 -2.2382 0.2475
H: 0.0403 -0.8677 0.9711
H: -2.0045 -0.5455 -0.0163
H: -1.4940 -0.6465 -1.6879
H: -0.0585 1.1687 -1.2601
H: 1.6932 -1.2140 -0.1033
C: 6.1791 -1.3421 2.9866
C: 5.4364 -0.5562 4.0967
O: 4.0572 -0.7558 4.0786
O: 5.8933 -0.7970 1.6977
H: 5.8829 -2.4034 2.9132
H: 7.2803 -1.3453 3.0860
H: 5.5833 0.5396 3.9903
H: 5.8037 -0.8690 5.0987
H: 3.7158 -0.6005 4.9689
H: 6.0595 0.1394 1.8175
C: 3.1248 2.3457 1.6993
C: 3.2241 1.3904 0.5203
O: 2.8893 -0.0168 0.8079
O: 3.7681 1.8407 2.8509
H: 2.0533 2.5175 1.8694
H: 3.5497 3.2586 1.4006
H: 4.2316 1.3785 0.1067
H: 2.5260 1.7121 -0.2172
H: 3.7095 -0.3406 1.2214
H: 3.3018 1.1131 3.2267
C: -1.5078 4.0647 0.4249
C: -1.4881 3.4181 1.7869
O: -1.6562 2.0382 1.5829
O: -0.2443 4.0252 -0.1957
H: -1.7750 5.1443 0.4433
H: -2.2643 3.5613 -0.1794
H: -2.2203 3.7774 2.5417
H: -0.5124 3.6214 2.2174
H: -1.2371 1.8067 0.7295
H: -0.3895 4.2195 -1.1368
C: 0.6758 0.6773 -5.0552
C: 0.7267 0.4458 -3.5501
O: 0.9451 1.5663 -2.7193
O: 1.9699 0.9902 -5.5738
H: -0.0622 1.3754 -5.4371
H: 0.3527 -0.3205 -5.4779
H: 1.3889 -0.3991 -3.2479
H: -0.3033 0.2054 -3.2359
H: 1.7915 2.0049 -2.9963
H: 1.9525 0.9197 -6.5372
C: -5.0187 1.5422 2.6894
C: -4.7146 0.9077 4.0072
O: -3.4376 1.3831 4.5233
O: -4.2445 0.9500 1.6255
H: -4.7489 2.6263 2.7544
H: -6.0828 1.4633 2.4068
H: -4.7744 -0.1659 3.8560
H: -5.5426 1.2430 4.6109
H: -2.7243 1.0306 3.9532
H: -3.4330 1.5015 1.4850
C: 0.9631 1.0076 5.2260
C: 0.2837 0.7011 3.9306
O: -0.6735 -0.3817 3.9711
O: 1.8388 -0.0515 5.6395
H: 0.2443 1.1441 6.0452
H: 1.5052 1.9544 5.1881
H: 1.0260 0.4463 3.1754
H: -0.2987 1.5491 3.5958
H: -0.1093 -1.1536 4.0421
H: 1.2861 -0.5799 6.1925
C: -1.9120 3.1791 -3.4060
C: -2.3074 3.2472 -4.8995
O: -1.3963 4.0576 -5.6375
O: -2.1538 4.4966 -2.8492
H: -0.8857 2.9022 -3.2023
H: -2.4866 2.5341 -2.7574
H: -3.3330 3.5280 -5.0220
H: -2.1960 2.2170 -5.3521
H: -1.2133 4.8982 -5.1972
H: -3.0908 4.5955 -2.7740
C: -3.0367 -5.0894 0.8351
C: -3.8023 -3.7795 0.8354
C: -3.2045 -2.8440 1.8678
O: -3.5748 -3.1756 -0.4769
H: -3.4521 -5.7836 0.1080
H: -3.0599 -5.6905 1.7667
H: -2.0449 -4.8991 0.5187
H: -4.8784 -3.9236 1.0210
H: -3.5566 -1.8107 1.7230
H: -2.0918 -2.8466 1.7251
H: -3.3447 -3.0949 2.9216
H: -4.0633 -2.3020 -0.4809
C: 2.4502 -3.5389 2.2536
C: 1.0425 -3.2513 2.9119
C: 0.3518 -4.5486 3.3735
O: 1.1369 -2.5659 4.1763
H: 2.9910 -4.3453 2.7762
H: 3.0020 -2.6359 2.0590
H: 2.2695 -3.9526 1.2284
H: 0.3367 -2.6745 2.2557
H: -0.5507 -4.3800 3.9888
H: 1.0601 -5.0934 3.9919
H: 0.0430 -5.1244 2.5068
H: 1.9248 -1.9758 4.1303
C: 5.8070 2.2062 -2.6898
C: 4.7948 1.3651 -3.4495
C: 4.3657 0.0723 -2.7303
O: 3.6570 2.1590 -3.7371
H: 6.2386 2.9574 -3.3810
H: 6.6399 1.6133 -2.3019
H: 5.4435 2.7653 -1.7947
H: 5.2756 1.0356 -4.3722
H: 5.2557 -0.5114 -2.4936
H: 3.7403 -0.6169 -3.3103
H: 3.8448 0.2461 -1.7889
H: 3.3792 1.8455 -4.6233